[1]
ORCA calculation (ωB97M-V with the def2-TZVPD basis set) on the ion C2H3N4O with charge -1 at a distorted geometry.

Atoms and positions in Å:
O1 -1.94 -0.81 2.15
N1 -1.06 -1.05 0.94
N2 -0.14 -0.05 0.51
C1 0.12 -0.08 -0.83
C2 1.27 0.70 -0.96
N3 1.69 1.07 0.24
N4 0.86 0.55 1.13
H1 -1.82 -0.87 0.19
H2 -0.72 -0.47 -1.47
H3 1.74 1.01 -1.91

Summary:
SMILES: [O-]Nn1ccnn1
Relative energy (zero: lowest compared OMol25 entry of this formula, charge and spin) in kJ/mol: 402.05
Total charge: -1
Multiplicity: 1
Frontier orbital gap in eV: 6.8
Total energy in eV: -10126.435

---

[2]
ORCA calculation (ωB97M-V with the def2-TZVPD basis set) on the molecule C8H17NO at a distorted geometry.

Atoms and positions in Å:
C1 -1.81 2.15 -0.21
C2 -2.22 0.67 0.05
C3 -1.10 -0.13 0.62
O1 -1.54 -1.48 0.81
C4 -1.18 -2.15 -0.41
C5 0.19 -1.58 -0.76
N1 0.07 -0.19 -0.33
C6 1.23 0.46 0.22
C7 1.91 -0.20 1.42
C8 2.36 0.56 -0.87
H1 -2.56 2.74 -0.81
H2 -0.82 2.23 -0.76
H3 -1.62 2.66 0.78
H4 -2.53 0.11 -0.87
H5 -2.99 0.65 0.82
H6 -0.71 0.33 1.57
H7 -1.23 -3.23 -0.25
H8 -1.96 -1.86 -1.15
H9 0.38 -1.64 -1.81
H10 1.02 -2.10 -0.27
H11 0.92 1.52 0.43
H12 2.23 -1.18 1.08
H13 1.30 -0.39 2.36
H14 2.80 0.43 1.77
H15 2.72 -0.47 -1.08
H16 1.95 0.96 -1.84
H17 3.19 1.14 -0.49

Summary:
SMILES: CC[C@H]1OCCN1C(C)C
Relative energy (zero: lowest compared OMol25 entry of this formula, charge and spin) in kJ/mol: 186.60
Multiplicity: 1
Frontier orbital gap in eV: 9.6
Total energy in eV: -12108.436

---

[3]
ORCA calculation (ωB97M-V with the def2-TZVPD basis set) on a structure of composition C3H4O2Yb at a distorted geometry.

Atoms and positions in Å:
C1 -1.09 -0.59 0.86
C2 -0.70 -1.03 -0.34
O1 0.51 -0.46 -0.94
C3 0.47 0.64 -1.64
O2 1.12 1.54 -0.93
H1 -2.16 -0.33 0.85
H2 -1.30 -1.56 -1.09
H3 1.26 2.33 -1.46
Yb1 0.31 0.49 2.47
H4 1.57 -1.04 2.20

Summary:
Relative energy (zero: lowest compared OMol25 entry of this formula, charge and spin) in kJ/mol: 508.29
Multiplicity: 1
Frontier orbital gap in eV: 6.6
Total energy in eV: -38792.474

---

[4]
ORCA calculation (ωB97M-V with the def2-TZVPD basis set) on a cluster of 2 separate species, H2N2O in total at a distorted geometry.

Atoms and positions in Å:
N1 0.86 -0.57 -0.01
N2 0.71 -0.56 -1.01
O1 -1.06 0.68 0.67
H1 -1.80 1.26 0.37
H2 -0.74 1.19 1.44

Summary:
SMILES: N#N.O
Relative energy (zero: lowest compared OMol25 entry of this formula, charge and spin) in kJ/mol: 73.36
Multiplicity: 1
Frontier orbital gap in eV: 12.7
Total energy in eV: -5060.183

---

[5]
ORCA calculation (ωB97M-V with the def2-TZVPD basis set) on a cluster of 3 separate species, CH9NO3 in total at a distorted geometry.

Atoms and positions in Å:
N1 0.14 0.34 1.65
C1 -1.07 -0.30 1.28
O1 -1.42 -0.17 -0.11
H1 0.86 0.10 0.97
H2 0.08 1.35 1.63
H3 -1.04 -1.33 1.64
H4 -1.94 0.11 1.79
H5 -1.44 -1.03 -0.53
O2 1.23 1.57 -0.87
H6 0.40 1.15 -0.65
H7 1.85 0.99 -1.32
O3 1.17 -1.05 -1.86
H8 0.67 -0.80 -1.07
H9 0.50 -0.95 -2.55

Summary:
SMILES: NCO.O.O
Relative energy (zero: lowest compared OMol25 entry of this formula, charge and spin) in kJ/mol: 45.60
Multiplicity: 1
Frontier orbital gap in eV: 10.6
Total energy in eV: -8815.134

---

[6]
ORCA calculation (ωB97M-V with the def2-TZVPD basis set) on a cluster of 2 separate species, C29H56BN3O4P in total at a distorted geometry.

Atoms and positions in Å:
C1 5.43 -5.02 -3.24
C2 4.43 -3.99 -2.72
C3 3.00 -4.18 -3.27
C4 1.91 -4.38 -2.18
C5 0.88 -3.24 -2.11
C6 0.49 -2.78 -0.68
C7 0.17 -4.00 0.20
C8 -0.83 -5.00 -0.42
C9 -1.86 -5.39 0.62
O1 -2.69 -4.61 1.03
O2 -1.75 -6.66 1.05
C10 -0.75 -1.88 -0.71
C11 -0.56 -0.49 -1.37
C12 -1.47 0.49 -0.67
C13 -1.18 1.04 0.57
C14 -2.05 1.92 1.18
C15 -3.25 2.26 0.58
C16 -3.56 1.70 -0.65
C17 -2.67 0.83 -1.27
C18 0.91 -0.08 -1.58
P1 1.03 1.82 -1.75
C19 2.66 2.34 -1.09
C20 1.11 2.06 -3.57
N1 1.93 -0.65 -0.62
C21 3.27 -0.71 -1.32
C22 4.44 -0.68 -0.36
C23 1.66 -2.04 -0.02
B1 1.56 -1.94 1.60
O3 2.54 -2.52 2.34
N2 0.49 -1.21 2.26
C24 1.14 -0.17 3.11
C25 -0.36 -2.07 3.13
H1 5.39 -5.07 -4.33
H2 6.44 -4.73 -2.97
H3 5.25 -6.00 -2.80
H4 4.43 -4.05 -1.63
H5 4.81 -3.00 -2.98
H6 3.02 -5.07 -3.90
H7 2.75 -3.33 -3.90
H8 2.43 -4.48 -1.22
H9 1.39 -5.31 -2.38
H10 1.31 -2.41 -2.66
H11 -0.02 -3.51 -2.66
H12 -0.29 -3.63 1.12
H13 1.08 -4.52 0.50
H14 -0.30 -5.89 -0.77
H15 -1.39 -4.56 -1.23
H16 -2.59 -6.88 1.49
H17 -1.54 -2.39 -1.25
H18 -1.10 -1.75 0.31
H19 -0.95 -0.57 -2.39
H20 -0.25 0.80 1.07
H21 -1.81 2.37 2.14
H22 -3.93 2.95 1.06
H23 -4.49 1.92 -1.15
H24 -2.93 0.41 -2.23
H25 1.21 -0.47 -2.56
H26 2.84 1.94 -0.10
H27 3.51 2.06 -1.71
H28 2.66 3.43 -1.03
H29 2.04 2.54 -3.89
H30 0.29 2.72 -3.82
H31 0.97 1.14 -4.12
H32 2.06 0.00 0.15
H33 3.33 0.13 -2.00
H34 3.28 -1.61 -1.94
H35 4.36 0.11 0.37
H36 4.56 -1.64 0.15
H37 5.35 -0.55 -0.94
H38 2.55 -2.64 -0.22
H39 3.29 -2.85 1.84
H40 0.36 0.53 3.44
H41 1.86 0.42 2.53
H42 1.62 -0.59 3.99
H43 0.00 -3.10 3.18
H44 -1.38 -2.09 2.74
H45 -0.41 -1.67 4.14
C26 -3.28 6.85 1.59
C27 -4.69 6.30 1.81
C28 -5.69 7.31 2.38
O4 -5.52 7.60 3.75
C29 -4.50 8.54 4.06
N3 -4.59 5.09 2.64
H46 -2.72 6.91 2.52
H47 -2.73 6.20 0.91
H48 -3.32 7.85 1.14
H49 -5.08 6.00 0.84
H50 -6.69 6.87 2.30
H51 -5.69 8.23 1.79
H52 -4.43 9.32 3.30
H53 -3.53 8.06 4.18
H54 -4.77 9.00 5.01
H55 -5.50 4.64 2.68
H56 -4.40 5.37 3.59

Summary:
Total charge: +1
Multiplicity: 1
Frontier orbital gap in eV: 8.6
Total energy in eV: -53602.220

---

Number 1: LUMO energy 4.00 eV. Number 2: LUMO energy 1.03 eV. Number 3: LUMO energy -0.99 eV. Number 4: LUMO energy 0.96 eV. Number 5: LUMO energy 0.42 eV. Number 6: LUMO energy -2.13 eV.